(1)
86
Properties=species:S:1:pos:R:3:forces:R:3:mulliken_charge:R:1 method="wB97M-V/def2-TZVPD" smiles="C=CC(=O)OCCCCCCC1=CC(=O)C=C(C[C@H](C)OCc2ccccc2)C1=O.C[C@@H]1COC(=O)O1.C[C@@H]1COC(=O)O1" e_homo_ev=-8.280
C -2.025273 -1.971287 4.402472 2.29 -2.80 -0.62 -0.47
C -1.149540 -3.119981 4.043580 -2.13 2.76 0.63 0.21
C -1.415025 -4.204829 2.837136 -2.39 -5.97 2.03 0.27
O -1.833757 -5.438882 3.227205 2.72 7.98 -2.78 -0.56
O -1.264553 -3.947262 1.394263 0.93 -0.45 3.13 -0.29
C 0.156695 -3.763119 1.016198 1.30 1.17 0.85 -0.26
C 0.301121 -2.425524 0.046006 -0.28 -0.66 0.25 0.94
C 0.472331 -2.776375 -1.546483 1.16 0.04 0.17 -0.59
C 0.431411 -1.425793 -2.530596 -0.34 -0.56 0.43 -0.37
C 0.522378 -0.070403 -1.613009 -0.47 0.95 -0.78 0.60
C 0.634919 1.334445 -2.512907 -1.34 0.27 1.24 0.07
C 0.620760 2.557935 -1.380145 3.38 2.22 1.06 0.24
C 1.868579 3.329325 -0.989041 -4.06 -1.45 -0.13 -0.38
C 1.704300 4.493471 0.200825 1.91 3.55 -0.23 0.16
O 2.358945 5.670946 0.175036 -3.95 -7.50 0.32 -0.57
C 0.627009 4.075892 1.410454 -2.95 -2.12 -2.24 -0.65
C -0.622276 3.307413 1.018123 3.62 2.33 0.86 0.51
C -1.666380 2.843433 2.193128 0.78 -1.04 -0.10 -0.74
C -3.058239 2.159288 1.658721 -1.79 1.71 1.72 0.33
C -4.177899 2.402489 2.877234 1.36 -0.39 0.62 -1.20
O -2.986734 0.700366 1.474444 -0.35 1.80 -2.13 -0.17
C -3.450731 0.279314 0.143765 -0.13 -1.73 -0.97 -0.19
C -4.951102 -0.379982 0.104043 -3.89 -1.22 -0.59 0.37
C -5.867584 -0.017450 -1.247044 -1.53 -1.99 1.98 -0.29
C -7.374933 -0.597716 -1.529613 2.51 -1.37 3.78 -0.42
C -8.010821 -1.626808 -0.390282 3.93 2.07 0.26 -0.35
C -7.122495 -1.965773 0.962061 1.21 1.81 -2.16 -0.37
C -5.596246 -1.379530 1.245240 -1.96 1.49 -4.13 -0.22
C -0.785938 3.013588 -0.598175 -2.92 0.19 -2.72 0.38
O -1.907007 3.149293 -1.310219 6.41 -0.95 4.51 -0.61
H -3.127996 -1.797034 4.034979 2.64 -0.41 0.32 0.17
H -1.602940 -1.175410 5.180774 -1.04 -2.21 -1.60 0.22
H -0.182622 -3.298971 4.720309 -2.63 0.26 -2.07 0.26
H 0.637138 -4.732024 0.560020 -1.32 1.74 0.69 0.28
H 0.739011 -3.557592 2.036387 -1.03 -0.28 -2.28 0.13
H 1.226200 -1.819433 0.478807 -2.18 -1.15 -1.10 -0.24
H -0.713866 -1.835078 0.163326 2.22 -1.07 0.08 -0.43
H 1.555681 -3.243077 -1.718603 -2.40 0.73 0.50 0.25
H -0.333376 -3.571714 -1.842499 1.53 1.58 0.44 0.24
H -0.582745 -1.487085 -3.140882 2.08 0.52 1.29 0.30
H 1.308227 -1.504152 -3.311732 -1.67 0.31 1.60 0.07
H 1.448339 -0.041420 -0.877189 -2.06 -0.36 -1.52 -0.38
H -0.514842 0.025430 -1.033362 2.45 -0.22 -0.95 -0.12
H -0.375892 1.445326 -3.136621 2.30 -0.18 1.22 0.38
H 1.582812 1.350876 -3.199076 -2.16 0.21 1.70 0.07
H 2.902419 3.114616 -1.502089 -2.27 0.68 1.13 0.24
H 0.820783 4.346947 2.542617 -0.36 -0.38 -2.68 0.32
H -1.103298 1.998433 2.821007 -1.15 1.72 -1.42 0.21
H -1.843548 3.725087 2.974444 0.21 -1.80 -2.07 0.37
H -3.477197 2.753669 0.737026 1.11 -1.50 1.46 0.31
H -5.272805 2.153496 2.548173 2.20 0.56 0.60 0.31
H -4.045786 3.489797 3.330031 -0.63 -2.18 -1.17 0.36
H -3.836264 1.663701 3.750913 -0.94 1.49 -1.86 0.21
H -2.702254 -0.581500 -0.208473 -1.58 1.75 0.85 0.13
H -3.400554 1.102681 -0.686061 -0.10 -1.28 1.82 0.15
H -5.393924 0.696256 -2.064722 -1.06 -1.62 1.96 0.19
H -7.974292 -0.327350 -2.526102 1.56 -0.65 2.55 0.27
H -9.091967 -2.060407 -0.591757 2.59 0.90 0.75 0.27
H -7.593123 -2.677587 1.785671 1.11 1.68 -2.02 0.26
H -4.955920 -1.635826 2.203609 -1.68 0.50 -2.21 0.20
C 6.243019 0.676578 -6.193311 0.37 -0.03 0.19 -1.49
C 5.052647 0.269759 -5.349093 0.82 0.07 -1.23 0.49
C 3.940008 1.273464 -5.349387 -0.42 0.31 -0.89 -0.64
O 3.297799 1.011685 -4.114237 0.75 -0.46 0.76 -0.22
C 4.257014 0.502673 -3.282844 0.04 -0.41 2.29 0.43
O 4.113966 0.335494 -2.083745 0.20 0.43 -2.52 -0.45
O 5.399620 0.210238 -3.974508 -1.02 0.20 0.97 -0.36
H 7.079166 -0.011468 -6.030701 -0.20 0.02 -0.12 0.36
H 5.988418 0.676579 -7.257389 -0.02 -0.05 0.16 0.38
H 6.601777 1.674519 -5.919378 -0.18 -0.10 -0.01 0.36
H 4.700845 -0.724692 -5.649417 -0.09 0.11 0.03 0.26
H 3.247904 1.132058 -6.184056 -0.03 0.02 0.27 0.37
H 4.287046 2.313019 -5.343474 0.14 -0.16 -0.06 0.32
C 4.347417 -0.096628 1.439760 -0.26 -0.19 -0.32 -1.22
C 3.485781 -0.037386 2.684455 1.05 0.54 -1.04 0.54
C 4.199582 -0.454374 3.934253 0.73 0.45 0.31 -0.54
O 3.134422 -0.898767 4.755539 -1.07 -0.48 -0.35 -0.34
C 2.151903 -1.332771 3.908959 -1.52 -1.02 0.62 0.27
O 1.163330 -1.954447 4.258951 2.80 1.72 -0.77 -0.50
O 2.427862 -0.980608 2.616949 -0.60 -0.54 1.16 -0.09
H 3.736969 0.064107 0.545048 0.15 0.14 0.12 0.08
H 5.134654 0.662584 1.470361 -0.16 -0.06 0.03 0.42
H 4.814632 -1.080766 1.326555 -0.05 0.12 0.14 0.35
H 3.040087 0.959552 2.786256 0.04 -0.07 0.10 0.19
H 4.734934 0.373368 4.407451 -0.19 -0.18 0.07 0.33
H 4.891882 -1.290906 3.785660 -0.06 0.12 -0.18 0.33



(2)
92
Properties=species:S:1:pos:R:3:forces:R:3:lowdin_spin:R:1 method="wB97M-V/def2-TZVPD" total_charge=-2 multiplicity=4 e_homo_ev="-1.298 / -2.153" s2=3.80
V 1.188123 -1.391627 -1.127665 0.87 1.75 1.44 1.89
Br -0.771284 -1.918027 -3.664107 -0.25 0.06 0.02 0.14
C -2.204667 -0.846086 -3.066562 0.00 0.04 -0.35 0.72
Br -3.601560 -0.552756 -0.317541 -0.13 -0.08 0.18 0.08
H -3.188537 -1.220928 -3.297112 0.09 -0.06 0.10 0.03
H -1.999453 0.213230 -3.035842 0.08 -0.07 0.13 0.03
O -1.794443 4.054819 -1.290916 -0.13 -0.07 0.18 0.00
S 1.301579 1.393052 -2.716782 0.27 -0.14 -0.09 0.01
O 1.163421 1.695761 -4.166027 -0.06 0.12 0.00 0.00
N 1.876586 -0.132939 -2.481020 0.14 0.79 -1.43 0.01
C 2.876254 -0.671485 -3.258866 -0.03 0.08 -0.05 0.00
C 3.730674 -0.021425 -4.133797 -0.06 -0.03 0.05 0.01
C 4.675419 -0.745407 -4.879440 0.03 -0.06 0.00 0.00
C 4.777854 -2.109053 -4.807422 0.06 0.04 -0.08 0.01
C 3.921527 -2.817424 -3.936006 -0.02 0.04 0.12 0.00
C 3.915436 -4.223378 -3.805453 -0.05 0.03 0.05 0.03
C 3.034016 -4.813574 -2.945763 0.07 -0.10 -0.06 0.00
C 2.165013 -4.015775 -2.187312 -0.01 0.15 0.17 0.03
N 2.157755 -2.701201 -2.261616 0.69 -0.91 -1.08 0.00
C 3.007300 -2.095056 -3.144487 -0.02 0.13 -0.12 0.01
C 2.714568 2.417195 -2.197692 -0.13 0.05 0.00 0.00
C 3.160216 3.424998 -3.037890 -0.06 0.01 -0.04 0.00
C 4.140110 4.303510 -2.595859 0.00 -0.02 0.03 0.00
C 4.662369 4.170214 -1.315257 0.01 0.03 -0.06 0.00
C 4.211570 3.153474 -0.483307 -0.02 0.00 0.00 0.00
C 3.224879 2.277182 -0.915037 0.08 -0.06 0.03 0.00
H 3.658288 1.045474 -4.264051 -0.03 0.03 -0.01 0.00
H 5.338236 -0.199220 -5.541121 -0.02 0.01 -0.02 0.00
H 5.496586 -2.650480 -5.410878 0.00 -0.02 0.02 0.00
H 4.604404 -4.817958 -4.394278 0.01 0.01 -0.01 0.00
H 2.992887 -5.888241 -2.829422 0.00 0.00 0.01 0.00
H 1.470184 -4.469763 -1.495497 0.00 0.02 0.02 0.00
H 2.727692 3.502118 -4.028427 -0.02 0.01 0.01 0.00
H 4.487660 5.095819 -3.248274 0.02 0.01 0.00 0.00
H 5.418516 4.864631 -0.967893 0.02 -0.02 0.01 0.00
H 4.628706 3.035910 0.509156 -0.01 0.00 0.01 0.00
H 2.887576 1.461523 -0.280631 -0.03 -0.01 0.00 0.00
C -0.558234 4.626584 -1.608662 0.12 -0.15 -0.09 0.00
As -1.966952 2.329087 -0.552870 0.04 0.48 -0.10 0.00
C -3.804477 2.895488 -0.150433 0.01 -0.02 -0.03 0.00
C -0.979992 2.901858 1.108792 0.04 -0.15 -0.05 0.00
C -1.233871 2.482841 2.574188 -0.11 -0.11 0.03 0.00
C -0.686735 3.642764 3.430777 -0.10 -0.03 0.03 0.00
C -0.467115 1.227072 3.027877 0.03 0.10 -0.03 0.00
As -0.333317 -0.502589 2.025328 -0.48 0.31 0.15 0.01
C -1.915520 -1.367615 2.832339 0.01 -0.08 -0.09 0.00
C 0.912847 -1.197489 3.378564 0.10 -0.04 -0.06 0.00
C -2.745922 2.316923 2.811330 0.16 -0.04 -0.05 0.00
As -3.447428 2.465863 4.651084 -0.03 -0.02 0.04 0.00
C -5.315246 2.689990 4.070313 -0.03 -0.01 -0.04 0.00
C -3.649706 0.572544 5.132950 0.00 -0.02 -0.02 0.00
H 0.252052 4.314366 -0.939149 0.05 -0.03 0.00 0.00
H -0.645895 5.716308 -1.522432 0.01 -0.01 -0.01 0.00
H -0.252058 4.398742 -2.637056 0.06 -0.08 -0.02 0.00
H -3.784363 3.878706 0.322089 0.03 -0.01 -0.02 0.00
H -4.349048 2.163758 0.437418 0.06 -0.05 -0.03 0.00
H -4.278782 2.986025 -1.127937 -0.03 -0.02 0.00 0.00
H -1.108429 3.986932 1.046157 -0.03 0.01 -0.03 0.00
H 0.068062 2.685912 0.868513 0.00 0.04 0.02 0.00
H 0.333824 3.881128 3.123136 0.00 0.00 -0.01 0.00
H -0.670745 3.376547 4.490169 0.00 0.02 0.01 0.00
H -1.303295 4.540304 3.317157 0.02 0.00 -0.02 0.00
H -0.836648 0.976241 4.029566 0.11 -0.07 0.06 0.00
H 0.590458 1.492821 3.144740 -0.02 0.05 0.00 0.00
H -1.871064 -1.294595 3.919313 0.02 -0.02 0.03 0.00
H -1.914806 -2.422001 2.546312 0.02 0.02 -0.02 0.00
H -2.835314 -0.926351 2.447308 0.10 -0.04 -0.04 0.00
H 0.659069 -0.796147 4.362901 -0.02 0.01 0.01 0.00
H 1.929350 -0.924013 3.098154 -0.01 0.02 -0.01 0.00
H 0.851362 -2.283873 3.390538 -0.01 0.00 -0.06 0.00
H -3.085555 1.369737 2.379333 -0.06 0.06 -0.04 0.00
H -3.264815 3.115526 2.278806 -0.03 0.01 0.08 0.00
H -5.466145 3.700102 3.689010 0.02 0.00 -0.01 0.00
H -5.990488 2.531856 4.912316 0.02 0.00 0.01 0.00
H -5.552183 1.975561 3.280302 0.00 -0.01 0.00 0.00
H -2.698503 0.162457 5.467020 0.00 0.00 0.00 0.00
H -4.000104 -0.005448 4.278089 0.00 0.00 0.03 0.00
H -4.368673 0.486874 5.949521 0.00 0.05 0.01 0.00
S 2.734973 -1.026246 0.268072 0.30 -0.03 0.45 -0.07
Br -1.336264 -8.536034 1.856443 -0.01 0.02 -0.02 0.00
C -1.493136 -6.947250 0.814610 -0.02 -0.11 0.05 0.00
C -2.464704 -6.877009 -0.169709 0.02 0.08 0.00 0.00
N -2.618217 -5.801691 -0.934212 -0.04 -0.04 0.01 0.00
C -1.804196 -4.765506 -0.729646 -0.03 0.08 -0.05 0.00
C -0.803691 -4.758716 0.236968 -0.16 -0.04 -0.06 0.00
C -0.644883 -5.883670 1.033953 0.03 0.14 -0.05 0.00
C 0.142631 -3.591777 0.419684 -0.07 0.05 -0.18 0.02
O 0.943052 -3.635736 1.336188 -0.11 -0.10 0.09 0.02
O 0.028381 -2.670123 -0.481508 -1.37 -1.94 0.91 0.02
H -3.139098 -7.707746 -0.343390 0.02 -0.03 0.01 0.00
H -1.949775 -3.892970 -1.354939 0.01 0.03 0.03 0.00
H 0.133870 -5.883426 1.784708 -0.02 -0.03 0.02 0.00



E, respectively: -2109.4851; -17918.3145 Ha.